Entry 1:
# C9H13N3O

A 2-piece molecular cluster, C9H13N3O overall at a distorted geometry (wB97M-V/def2-TZVPD, the Open Molecules 2025 dataset).

Properties
HOMO-LUMO gap	0.29945	hartree
largest force on an atom	4.51	eV Å⁻¹
molecular weight	179.22	g/mol
energy relative to the best compared isomer or geometry (same formula, charge and spin)	4.698	eV

Structure (ORCA input):
```
! wB97M-V def2-TZVPD RIJCOSX def2/J DEFGRID3
* xyz 2 1
C 1.125 -0.578 2.982
C 0.111 0.336 2.680
C 1.944 -1.142 2.096
C -0.226 0.589 1.368
C 1.635 -0.779 0.719
C 0.605 0.101 0.347
C 3.234 -1.949 -0.726
C 0.382 -0.339 -2.027
C -3.395 0.597 -0.823
N 2.466 -1.311 -0.168
N 0.395 0.575 -0.924
N 0.000 1.726 -1.019
O -2.310 1.410 -1.398
H 1.377 -0.627 4.015
H -0.488 0.571 3.516
H 2.766 -1.784 2.422
H -1.139 1.273 1.054
H 3.918 -2.460 -1.435
H 0.414 -1.430 -1.811
H -0.484 -0.099 -2.645
H 1.314 0.000 -2.617
H -3.693 1.154 0.083
H -3.064 -0.349 -0.526
H -4.087 0.270 -1.626
H -2.618 2.239 -1.588
H -0.181 2.007 -1.949
*
```

Entry 2:
# C42H32F5N8OPrS4

C42H32F5N8OPrS4 as an isolated structure at a distorted geometry (wB97M-V/def2-TZVPD, the Open Molecules 2025 dataset).

Properties
HOMO-LUMO gap (spin up / spin down)	0.26098 / 0.26180	hartree
largest force on an atom	2.65	eV Å⁻¹
molecular weight	1028.94	g/mol

Structure (ORCA input):
```
! wB97M-V def2-TZVPD RIJCOSX def2/J DEFGRID3
* xyz 0 3
Pr 0.536 -1.131 0.940
C 6.097 0.067 -3.387
C 5.082 -1.028 -2.931
C 5.614 -2.332 -3.535
C 3.715 -0.619 -3.537
C 5.069 -1.086 -1.407
C 6.197 -1.581 -0.711
C 6.222 -1.721 0.701
C 5.087 -1.317 1.439
S 4.812 -1.350 3.211
C 3.175 -0.722 2.888
N 2.908 -0.496 1.586
C 3.958 -0.820 0.750
C 3.921 -0.734 -0.667
C 2.119 -0.558 3.916
C 2.500 -0.393 5.261
C 1.512 -0.233 6.247
C 0.149 -0.249 5.843
C -0.228 -0.456 4.528
C 0.754 -0.561 3.550
H 6.285 0.110 -4.468
H 7.105 -0.155 -2.992
H 5.835 1.096 -3.076
H 5.180 -2.478 -4.533
H 5.341 -3.145 -2.871
H 6.689 -2.275 -3.573
H 3.805 -0.526 -4.652
H 3.291 0.254 -3.056
H 2.946 -1.411 -3.414
H 7.082 -1.745 -1.299
H 7.106 -2.005 1.290
H 3.058 -0.401 -1.214
H 3.567 -0.359 5.578
H 1.831 -0.075 7.315
H -0.518 0.010 6.643
H -1.294 -0.576 4.272
C -1.861 -1.926 -1.984
C -2.551 -1.600 -0.665
N -1.901 -1.487 0.526
C -2.893 -1.230 1.461
C -4.128 -1.323 0.905
N -3.906 -1.517 -0.504
C -5.016 -1.649 -1.455
N -5.321 -0.490 -2.318
N -5.888 -0.870 -3.559
N -6.415 0.117 -4.132
C -6.560 1.161 -3.231
C -7.512 2.217 -3.150
C -7.475 2.969 -1.945
C -6.634 2.604 -0.863
C -5.675 1.594 -0.908
C -5.755 0.767 -2.066
H -0.784 -1.781 -1.838
H -2.244 -1.205 -2.753
H -2.073 -2.963 -2.222
H -2.606 -0.975 2.487
H -5.103 -1.149 1.329
H -5.948 -1.853 -0.930
H -4.692 -2.423 -2.183
H -8.136 2.501 -3.996
H -8.145 3.824 -1.790
H -6.682 3.253 0.025
H -5.009 1.463 -0.085
S 2.717 5.313 1.817
C 1.672 4.310 1.023
S 2.269 2.819 0.359
C 0.669 2.333 0.000
N -0.292 3.179 0.376
N 0.267 4.359 0.891
C -0.627 5.516 0.980
C -0.263 6.762 1.423
C -1.205 7.827 1.499
C -2.424 7.659 0.914
C -2.729 6.418 0.349
C -1.911 5.337 0.435
S 0.394 0.975 -1.065
H 0.801 6.992 1.608
H -0.834 8.806 1.923
H -3.182 8.486 0.973
H -3.591 6.368 -0.358
H -2.174 4.344 0.093
F -0.490 -7.679 1.830
C 0.055 -6.588 1.259
C 0.540 -5.565 2.051
F 0.530 -5.696 3.412
C 0.940 -4.388 1.416
F 1.235 -3.325 2.222
C 0.862 -4.205 0.034
O 1.018 -3.018 -0.494
C 0.434 -5.318 -0.740
F 0.134 -5.084 -2.009
C 0.066 -6.481 -0.141
F -0.476 -7.478 -0.874
*
```

Entry 3:
# C38H51N6O8SSiTl

C38H51N6O8SSiTl as an isolated structure (wB97M-V/def2-TZVPD, the Open Molecules 2025 dataset).

Properties
HOMO-LUMO gap	0.24974	hartree
largest force on an atom	0.42	eV Å⁻¹
molecular weight	984.40	g/mol

Structure (ORCA input):
```
! wB97M-V def2-TZVPD RIJCOSX def2/J DEFGRID3
* xyz -2 1
Tl -0.541 -1.981 0.350
C -1.146 -0.519 3.890
C -2.294 -1.417 3.537
C -3.614 -1.010 3.718
C -4.635 -1.843 3.305
C -4.317 -3.064 2.731
C -2.976 -3.399 2.589
N -1.985 -2.593 2.985
C -2.589 -4.662 1.888
C -3.436 -5.768 1.875
C -3.078 -6.865 1.114
C -1.905 -6.823 0.380
C -1.115 -5.680 0.455
N -1.444 -4.642 1.217
C 0.112 -5.528 -0.383
C 0.218 -6.150 -1.621
C 1.338 -5.894 -2.394
C 2.294 -5.017 -1.925
C 2.102 -4.417 -0.682
C 3.048 -3.371 -0.167
N 1.046 -4.695 0.076
H -1.461 0.292 4.547
H -0.725 -0.071 2.986
H -0.352 -1.092 4.370
H -3.830 -0.030 4.124
H -5.666 -1.520 3.375
H -5.087 -3.689 2.302
H -4.358 -5.757 2.439
H -3.717 -7.739 1.077
H -1.609 -7.662 -0.235
H -0.585 -6.765 -2.001
H 1.437 -6.341 -3.376
H 3.159 -4.758 -2.523
H 4.089 -3.680 -0.280
H 2.838 -3.164 0.880
H 2.911 -2.440 -0.724
O -6.091 2.673 2.318
C -6.268 1.767 1.474
O -7.330 1.318 1.001
C -4.979 1.039 1.027
C -3.728 1.615 1.218
C -2.590 0.906 0.872
N -2.635 -0.336 0.380
C -3.833 -0.896 0.181
C -5.018 -0.233 0.471
C -3.851 -2.338 -0.342
O -4.935 -2.933 -0.350
O -2.722 -2.819 -0.677
H -3.666 2.600 1.663
H -1.594 1.323 1.003
H -5.965 -0.723 0.296
C 0.989 -0.284 -2.765
N -0.303 -0.753 -3.237
C -0.694 -2.051 -3.035
N -2.011 -2.334 -3.344
O 0.072 -2.915 -2.626
H 1.574 0.148 -3.579
H 1.529 -1.136 -2.359
H 0.873 0.460 -1.978
H -1.039 -0.066 -3.257
H -2.606 -1.520 -3.401
H -2.391 -2.975 -2.646
C 5.144 3.101 -1.300
C 4.396 1.781 -1.102
C 4.731 1.187 0.264
C 4.775 0.792 -2.201
O 3.008 2.026 -1.248
Si 1.854 2.439 -0.111
S 1.238 0.994 1.170
O 2.572 3.783 0.589
C 2.287 4.438 1.818
C 2.997 3.699 2.950
C 0.785 4.503 2.084
C 2.851 5.851 1.674
O 0.603 2.951 -1.070
C 0.477 3.882 -2.132
C -0.661 4.831 -1.764
C 1.756 4.678 -2.391
C 0.109 3.078 -3.378
H 6.217 2.968 -1.137
H 4.760 3.840 -0.596
H 4.988 3.475 -2.315
H 5.785 0.893 0.290
H 4.102 0.319 0.466
H 4.547 1.912 1.059
H 5.857 0.637 -2.231
H 4.445 1.175 -3.169
H 4.286 -0.168 -2.027
H 2.642 2.668 2.985
H 2.802 4.183 3.911
H 4.076 3.695 2.771
H 0.378 3.501 2.221
H 0.273 4.968 1.240
H 0.589 5.097 2.981
H 3.908 5.801 1.404
H 2.750 6.406 2.610
H 2.320 6.391 0.887
H -0.369 5.464 -0.925
H -1.539 4.254 -1.470
H -0.922 5.473 -2.609
H 2.063 5.215 -1.493
H 1.579 5.398 -3.195
H 2.568 4.011 -2.679
H -0.811 2.518 -3.196
H 0.909 2.372 -3.606
H -0.043 3.734 -4.240
*
```

Entry 4:
# C3H3CoFO4

C3H3CoFO4 as an isolated structure at a distorted geometry (wB97M-V/def2-TZVPD, the Open Molecules 2025 dataset).

Properties
HOMO-LUMO gap (spin up / spin down)	0.28227 / 0.20774	hartree
largest force on an atom	1.60	eV Å⁻¹
molecular weight	180.98	g/mol
energy relative to the best compared isomer or geometry (same formula, charge and spin)	0.485	eV

Structure (ORCA input):
```
! wB97M-V def2-TZVPD RIJCOSX def2/J DEFGRID3
* xyz 3 5
C 2.256 -0.433 0.388
C 1.299 0.678 0.136
O 0.008 0.289 0.243
O 3.502 -0.350 0.351
H 1.939 -1.479 0.526
H 1.511 1.124 -0.864
H 1.519 1.517 0.837
F 3.926 0.939 0.045
C -2.330 -0.148 -1.031
O -3.418 -0.239 -0.637
Co -5.929 -1.237 -0.320
O -4.282 -0.661 0.326
*
```

Entry 5:
# C29H48Cl2NNdOP

C29H48Cl2NNdOP as an isolated structure at a distorted geometry (wB97M-V/def2-TZVPD, the Open Molecules 2025 dataset).

Properties
HOMO-LUMO gap (spin up / spin down)	0.12253 / 0.12455	hartree
largest force on an atom	3.13	eV Å⁻¹
molecular weight	672.83	g/mol

Structure (ORCA input):
```
! wB97M-V def2-TZVPD RIJCOSX def2/J DEFGRID3
* xyz -1 4
P -0.211 0.738 -1.111
C -1.845 0.223 -1.855
C -2.348 1.030 -3.051
C -3.804 0.634 -3.350
C -3.982 -0.877 -3.547
C -3.364 -1.695 -2.407
C -1.914 -1.285 -2.114
C 1.192 0.129 -2.178
C 1.127 0.478 -3.661
C 2.455 0.081 -4.337
C 2.830 -1.390 -4.101
C 2.751 -1.797 -2.625
C 1.427 -1.376 -1.980
C -0.174 2.617 -1.199
C -1.291 3.224 -0.336
C -1.275 4.758 -0.366
C 0.086 5.356 -0.001
C 1.244 4.716 -0.771
C 1.193 3.178 -0.784
H -2.514 0.425 -0.995
H -1.712 0.839 -3.928
H -2.302 2.110 -2.855
H -4.159 1.174 -4.237
H -4.426 0.951 -2.499
H -5.049 -1.110 -3.627
H -3.527 -1.176 -4.500
H -3.956 -1.539 -1.493
H -3.403 -2.764 -2.650
H -1.532 -1.834 -1.241
H -1.283 -1.545 -2.977
H 2.057 0.650 -1.731
H 3.256 0.717 -3.931
H 0.940 1.549 -3.814
H 0.295 -0.065 -4.136
H 2.392 0.280 -5.414
H 3.842 -1.575 -4.478
H 2.156 -2.031 -4.686
H 2.878 -2.882 -2.525
H 3.574 -1.320 -2.071
H 1.431 -1.634 -0.913
H 0.601 -1.940 -2.433
H -0.362 2.824 -2.268
H -2.283 2.865 -0.645
H -1.183 2.879 0.705
H -1.548 5.089 -1.376
H -2.045 5.138 0.315
H 0.261 5.230 1.074
H 0.070 6.434 -0.192
H 2.196 5.033 -0.333
H 1.234 5.086 -1.803
H 1.991 2.796 -1.435
H 1.445 2.804 0.220
Nd 0.129 0.087 1.910
Cl 2.588 0.653 1.215
Cl -2.421 0.700 1.691
C -0.487 -2.056 1.101
H -1.571 -2.205 0.947
C 0.235 -3.264 1.166
C 1.683 -3.232 1.280
C 2.408 -4.406 1.283
C 1.761 -5.648 1.216
C 0.355 -5.716 1.154
C -0.394 -4.554 1.122
H 2.181 -2.257 1.343
H 3.502 -4.368 1.330
H -0.145 -6.685 1.126
H -1.483 -4.590 1.057
H 2.340 -6.569 1.215
C 0.272 0.331 7.626
N 0.769 -0.098 6.320
C 2.089 -0.723 6.269
C 0.110 0.086 5.187
C -1.176 0.856 5.103
O 0.633 -0.399 4.118
H 1.012 0.030 8.369
H -0.688 -0.142 7.871
H 0.143 1.421 7.677
H 2.028 -1.738 5.854
H 2.779 -0.129 5.649
H 2.459 -0.761 7.294
H -1.042 1.739 4.452
H -1.952 0.232 4.628
H -1.549 1.206 6.075
*
```

Entry 6:
# C2H5O2PS2

An isolated molecule of C2H5O2PS2 at a distorted geometry (wB97M-V/def2-TZVPD, the Open Molecules 2025 dataset).

Properties
HOMO-LUMO gap	0.28671	hartree
largest force on an atom	3.74	eV Å⁻¹
molecular weight	156.17	g/mol
energy relative to the best compared isomer or geometry (same formula, charge and spin)	1.180	eV

Structure (ORCA input):
```
! wB97M-V def2-TZVPD RIJCOSX def2/J DEFGRID3
* xyz 0 1
C 0.595 -0.573 0.271
C 0.555 -1.799 1.168
O -0.561 1.131 0.861
O 0.117 2.441 -1.293
P -0.804 1.427 -0.551
S -2.606 1.507 -1.213
S -0.064 -0.658 -1.300
H 1.328 0.215 0.443
H 0.844 -1.627 2.160
H 1.309 -2.380 0.689
H -0.411 -2.229 1.031
H -0.302 2.544 -2.267
*
```

Entry 7:
# C14H24BrIrN4O2

C14H24BrIrN4O2 as an isolated structure at a distorted geometry (wB97M-V/def2-TZVPD, the Open Molecules 2025 dataset).

Properties
HOMO-LUMO gap (spin up / spin down)	0.16907 / 0.24148	hartree
largest force on an atom	5.25	eV Å⁻¹
molecular weight	552.49	g/mol
energy relative to the best compared isomer or geometry (same formula, charge and spin)	0.994	eV

Structure (ORCA input):
```
! wB97M-V def2-TZVPD RIJCOSX def2/J DEFGRID3
* xyz 1 6
Ir 8.035 12.159 8.253
N 9.207 13.043 6.723
C 8.490 13.590 5.520
C 7.090 12.949 5.444
N 6.419 12.703 6.842
C 5.517 11.489 6.804
C 5.243 10.897 8.194
N 6.441 11.105 9.061
C 5.785 13.980 7.286
C 6.701 14.806 8.197
N 7.421 13.952 9.232
H 9.720 13.767 7.255
H 9.949 12.352 6.393
H 9.128 13.348 4.640
H 8.359 14.688 5.529
H 7.204 11.915 4.984
H 6.497 13.651 4.820
H 6.118 10.793 6.158
H 4.560 11.819 6.372
H 5.013 9.789 8.172
H 4.416 11.508 8.592
H 7.066 10.123 9.011
H 6.270 11.303 10.090
H 4.818 13.773 7.817
H 5.500 14.584 6.374
H 6.073 15.555 8.705
H 7.476 15.434 7.706
H 6.807 13.834 10.038
H 8.333 14.420 9.518
Br 10.314 4.974 3.542
C 9.630 6.213 4.738
C 9.195 7.452 4.193
C 8.852 8.441 5.096
C 8.831 8.122 6.419
C 9.147 6.869 6.949
C 9.673 5.918 6.102
C 8.329 9.126 7.406
O 7.797 8.743 8.507
O 8.347 10.403 7.100
H 9.142 7.606 3.136
H 8.458 9.370 4.741
H 8.890 6.695 7.966
H 10.030 4.967 6.422
C 9.594 11.809 9.180
H 10.092 10.825 9.129
H 10.232 12.638 9.434
*
```

Entry 8:
# C7H18IN2

C7H18IN2 as an isolated structure at a distorted geometry (wB97M-V/def2-TZVPD, the Open Molecules 2025 dataset).

Properties
HOMO-LUMO gap	0.35816	hartree
largest force on an atom	4.36	eV Å⁻¹
molecular weight	257.14	g/mol
energy relative to the best compared isomer or geometry (same formula, charge and spin)	1.409	eV

Structure (ORCA input):
```
! wB97M-V def2-TZVPD RIJCOSX def2/J DEFGRID3
* xyz 1 1
C -1.443 2.205 0.466
C -0.649 1.520 2.673
C -1.028 -1.669 -0.396
C 2.043 -1.982 -0.867
C -1.048 1.028 1.317
C -0.265 -0.441 -0.590
C 1.379 -0.769 -1.435
N 0.957 -0.818 -2.718
N 0.021 0.252 0.682
I 2.692 1.014 -0.951
H -0.533 2.731 0.143
H -2.075 1.879 -0.447
H -2.013 2.986 1.041
H 0.085 2.338 2.838
H -0.403 0.699 3.382
H -1.591 1.968 3.058
H -0.582 -2.478 0.231
H -1.008 -2.243 -1.431
H -2.041 -1.474 -0.063
H 3.179 -1.959 -0.950
H 1.816 -2.920 -1.276
H 1.826 -1.871 0.140
H -2.025 0.500 1.439
H -0.637 0.292 -1.249
H 0.444 -0.173 -3.331
H 1.608 -1.202 -3.434
H 0.799 0.904 0.294
H 0.493 -0.316 1.432
*
```

Q: Which of these has the lowest largest force on an atom?
A: C38H51N6O8SSiTl